{
  "formula": "C73H163N9O3",
  "method": "wB97M-V/def2-TZVPD",
  "total_charge": 8,
  "homo_ev": -16.0094,
  "gap_ha": 0.2178,
  "relative_energy_kj_mol": 0.0,
  "elements": ["C", "C", "C", "N", "C", "C", "C", "C", "C", "H", "H", "H", "H", "H", "H", "H", "H", "H", "H", "H", "H", "H", "H", "H", "H", "H", "H", "C", "C", "C", "N", "C", "C", "C", "C", "C", "H", "H", "H", "H", "H", "H", "H", "H", "H", "H", "H", "H", "H", "H", "H", "H", "H", "H", "C", "C", "C", "N", "C", "C", "C", "C", "C", "H", "H", "H", "H", "H", "H", "H", "H", "H", "H", "H", "H", "H", "H", "H", "H", "H", "H", "C", "C", "C", "N", "C", "C", "C", "C", "C", "H", "H", "H", "H", "H", "H", "H", "H", "H", "H", "H", "H", "H", "H", "H", "H", "H", "H", "C", "C", "C", "N", "C", "C", "C", "C", "C", "H", "H", "H", "H", "H", "H", "H", "H", "H", "H", "H", "H", "H", "H", "H", "H", "H", "H", "C", "C", "C", "N", "C", "C", "C", "C", "C", "H", "H", "H", "H", "H", "H", "H", "H", "H", "H", "H", "H", "H", "H", "H", "H", "H", "H", "C", "C", "C", "N", "C", "C", "C", "C", "C", "H", "H", "H", "H", "H", "H", "H", "H", "H", "H", "H", "H", "H", "H", "H", "H", "H", "H", "C", "C", "C", "N", "C", "C", "C", "C", "C", "H", "H", "H", "H", "H", "H", "H", "H", "H", "H", "H", "H", "H", "H", "H", "H", "H", "H", "C", "C", "C", "N", "C", "C", "C", "C", "C", "H", "H", "H", "H", "H", "H", "H", "H", "H", "H", "H", "H", "H", "H", "H", "H", "H", "H", "O", "C", "O", "O", "H"],
  "positions_angstrom": [[7.358, 5.273, -9.286], [6.449, 4.623, -8.174], [6.785, 3.084, -8.089], [6.195, 2.399, -6.857], [4.703, 2.718, -6.519], [6.470, 0.892, -7.040], [6.623, 0.267, -5.641], [7.019, 1.419, -4.697], [7.070, 2.635, -5.565], [8.357, 5.083, -8.895], [7.306, 6.328, -9.017], [7.196, 4.827, -10.268], [5.393, 4.792, -8.387], [6.672, 5.076, -7.208], [7.873, 3.061, -8.026], [6.461, 2.473, -8.932], [4.399, 2.537, -5.488], [4.223, 2.190, -7.343], [4.685, 3.807, -6.482], [5.669, 0.578, -7.708], [7.450, 0.737, -7.492], [5.787, -0.297, -5.229], [7.482, -0.402, -5.680], [6.337, 1.577, -3.861], [7.987, 1.267, -4.219], [6.671, 3.481, -5.005], [8.125, 2.740, -5.819], [-10.651, 5.880, -3.839], [-10.745, 4.657, -2.833], [-10.486, 3.375, -3.651], [-10.322, 2.107, -2.877], [-11.671, 1.747, -2.123], [-9.024, 2.073, -1.991], [-7.854, 1.674, -2.958], [-8.578, 0.860, -4.079], [-10.050, 0.992, -3.877], [-10.435, 6.717, -3.174], [-11.625, 6.075, -4.288], [-9.812, 5.848, -4.533], [-11.723, 4.720, -2.355], [-10.100, 4.861, -1.978], [-9.471, 3.533, -4.015], [-11.285, 3.255, -4.383], [-11.593, 0.830, -1.539], [-12.477, 1.706, -2.856], [-11.822, 2.535, -1.386], [-8.982, 1.358, -1.169], [-8.933, 3.074, -1.568], [-7.056, 1.092, -2.498], [-7.421, 2.597, -3.345], [-8.302, -0.177, -3.888], [-8.200, 1.101, -5.073], [-10.445, 0.028, -3.559], [-10.502, 1.327, -4.810], [4.893, -8.462, -3.932], [5.605, -9.659, -3.355], [4.972, -10.413, -2.158], [5.617, -11.775, -1.805], [7.088, -11.690, -1.349], [5.494, -12.705, -3.066], [5.715, -14.104, -2.420], [5.295, -14.011, -0.946], [4.919, -12.522, -0.730], [3.922, -8.650, -4.390], [5.522, -7.930, -4.646], [4.611, -7.695, -3.211], [6.641, -9.390, -3.152], [5.734, -10.249, -4.262], [3.930, -10.617, -2.407], [4.970, -9.914, -1.189], [7.378, -12.554, -0.751], [7.368, -10.783, -0.814], [7.744, -11.616, -2.217], [6.358, -12.444, -3.678], [4.570, -12.469, -3.594], [6.781, -14.331, -2.412], [5.086, -14.812, -2.960], [6.053, -14.369, -0.248], [4.372, -14.506, -0.643], [5.178, -12.266, 0.297], [3.866, -12.285, -0.876], [5.296, 10.409, 2.695], [5.448, 8.867, 2.869], [6.223, 8.394, 4.183], [6.791, 7.006, 4.073], [7.306, 6.613, 5.492], [5.812, 5.909, 3.574], [6.198, 5.637, 2.093], [7.678, 5.958, 1.978], [7.956, 7.005, 3.060], [4.427, 10.651, 3.307], [5.077, 10.649, 1.655], [6.208, 10.876, 3.067], [5.917, 8.463, 1.971], [4.516, 8.303, 2.891], [5.561, 8.313, 5.045], [7.075, 9.035, 4.411], [8.063, 5.828, 5.502], [6.403, 6.422, 6.072], [7.716, 7.500, 5.976], [6.090, 5.062, 4.201], [4.749, 6.133, 3.661], [5.891, 4.639, 1.781], [5.632, 6.314, 1.453], [8.222, 5.067, 2.292], [8.144, 6.212, 1.026], [8.926, 6.846, 3.530], [8.028, 7.989, 2.596], [-3.673, 12.561, 2.808], [-2.778, 11.600, 2.012], [-3.523, 10.736, 1.052], [-2.535, 9.886, 0.175], [-1.619, 10.878, -0.688], [-3.325, 8.943, -0.772], [-2.393, 7.773, -0.998], [-1.290, 7.777, 0.098], [-1.573, 8.924, 0.978], [-4.589, 12.020, 3.047], [-3.931, 13.346, 2.097], [-3.058, 12.889, 3.645], [-2.274, 10.908, 2.687], [-2.067, 12.173, 1.416], [-4.124, 11.367, 0.397], [-4.047, 9.897, 1.509], [-1.310, 10.310, -1.566], [-0.684, 11.060, -0.158], [-2.161, 11.766, -1.014], [-3.419, 9.487, -1.711], [-4.161, 8.585, -0.169], [-1.839, 7.897, -1.929], [-2.799, 6.763, -1.049], [-0.254, 7.705, -0.232], [-1.198, 6.891, 0.726], [-0.643, 9.402, 1.286], [-2.185, 8.766, 1.866], [-3.184, 1.563, 5.937], [-3.849, 1.069, 7.259], [-4.906, 2.069, 7.861], [-5.760, 1.497, 9.036], [-6.762, 0.385, 8.551], [-4.861, 0.928, 10.208], [-4.556, 2.066, 11.128], [-5.774, 2.904, 11.112], [-6.371, 2.705, 9.714], [-2.758, 0.797, 5.288], [-2.407, 2.326, 5.992], [-3.864, 2.168, 5.337], [-2.948, 0.844, 7.829], [-4.256, 0.067, 7.128], [-5.646, 2.389, 7.127], [-4.500, 2.992, 8.275], [-7.243, 0.792, 7.661], [-7.555, 0.156, 9.262], [-6.055, -0.402, 8.288], [-5.556, 0.234, 10.679], [-3.987, 0.478, 9.738], [-4.331, 1.722, 12.138], [-3.745, 2.531, 10.567], [-6.463, 2.685, 11.928], [-5.454, 3.923, 11.333], [-7.441, 2.605, 9.900], [-6.377, 3.671, 9.209], [0.347, -7.556, 2.041], [-0.928, -7.717, 1.279], [-1.741, -6.404, 1.036], [-2.918, -6.584, 0.088], [-2.325, -6.898, -1.310], [-3.826, -5.389, 0.136], [-4.654, -5.538, 1.435], [-4.797, -7.070, 1.576], [-3.922, -7.724, 0.458], [0.931, -6.712, 1.674], [0.932, -8.476, 2.063], [0.158, -7.343, 3.093], [-1.593, -8.408, 1.797], [-0.702, -8.150, 0.305], [-1.130, -5.546, 0.756], [-2.116, -6.141, 2.025], [-1.812, -7.859, -1.272], [-1.539, -6.185, -1.559], [-3.128, -6.879, -2.047], [-4.433, -5.386, -0.770], [-3.192, -4.508, 0.030], [-5.609, -5.012, 1.438], [-4.076, -5.253, 2.314], [-5.821, -7.421, 1.445], [-4.582, -7.440, 2.579], [-4.597, -8.063, -0.329], [-3.310, -8.502, 0.914], [-0.376, -4.535, -13.221], [-1.400, -3.811, -12.381], [-0.637, -3.366, -11.062], [-1.595, -2.754, -9.965], [-2.666, -3.704, -9.390], [-2.368, -1.471, -10.473], [-2.396, -0.386, -9.381], [-1.664, -0.918, -8.170], [-0.819, -2.171, -8.763], [0.451, -5.010, -12.693], [0.039, -3.910, -14.011], [-0.918, -5.365, -13.673], [-2.205, -4.497, -12.118], [-1.845, -2.921, -12.826], [0.023, -2.609, -11.487], [-0.248, -4.314, -10.691], [-2.034, -4.358, -8.789], [-3.271, -4.252, -10.113], [-3.359, -3.146, -8.760], [-3.311, -1.616, -11.000], [-1.680, -1.235, -11.284], [-3.386, -0.083, -9.040], [-1.726, 0.462, -9.521], [-2.361, -1.210, -7.384], [-0.960, -0.335, -7.575], [-0.691, -2.914, -7.975], [0.093, -1.753, -9.190], [3.050, -2.115, 6.147], [3.322, -2.267, 7.650], [2.562, -3.513, 8.299], [2.662, -3.514, 9.863], [1.827, -2.293, 10.249], [2.024, -4.850, 10.444], [3.233, -5.540, 11.088], [4.059, -4.451, 11.547], [4.079, -3.595, 10.397], [3.316, -1.113, 5.808], [1.969, -2.196, 6.040], [3.608, -2.810, 5.519], [3.121, -1.248, 7.979], [4.388, -2.422, 7.821], [3.000, -4.430, 7.903], [1.514, -3.538, 8.003], [2.227, -1.368, 9.832], [1.712, -2.315, 11.332], [0.854, -2.594, 9.861], [1.303, -4.572, 11.212], [1.541, -5.335, 9.596], [2.898, -6.120, 11.948], [3.671, -6.184, 10.325], [3.734, -4.124, 12.535], [5.086, -4.758, 11.748], [4.339, -2.555, 10.591], [4.670, -3.976, 9.563], [1.471, 0.025, -0.368], [0.682, -0.270, -1.352], [-0.257, 0.471, -1.512], [0.886, -1.305, -1.935], [0.990, 0.855, -0.349]]
}